# 1
The following is a quantum chemistry calculation of a molecular structure, C2BeF3NO6S2 at a distorted geometry, from the Open Molecules 2025 dataset.

F_max = 9.1 eV Å⁻¹
relative energy (zero: lowest compared OMol25 entry of this formula, charge and spin) = 0.00 kJ/mol
charge = -1
frontier orbital gap (alpha / beta) = 4.08 / 5.34 eV
highest occupied orbital energy (alpha / beta) = -2.7 / -3.9 eV
expectation value of S² = 0.763
multiplicity = 2

XYZ file:
```
15
C2BeF3NO6S2, DFT wB97M-V/def2-TZVPD
N -0.376 -0.199 -0.417
S 0.567 -1.238 0.429
O 1.436 -1.041 1.663
S -1.290 0.964 0.149
O -0.832 1.076 1.573
O -2.193 0.907 -1.033
C -1.583 2.854 0.194
F -0.953 3.543 1.133
F -1.192 3.396 -0.953
F -2.872 3.110 0.372
O 0.870 -2.669 -1.654
C 0.372 -3.652 -1.193
O 0.087 -4.796 -1.216
O 0.051 -2.708 0.424
Be 0.196 0.070 2.348
```


# 2
The following is a quantum chemistry calculation of a single C16H20N4O2S molecule at a distorted geometry, from the Open Molecules 2025 dataset.

F_max = 1.3 eV Å⁻¹
relative energy (zero: lowest compared OMol25 entry of this formula, charge and spin) = 159.05 kJ/mol
charge = 0
frontier orbital gap = 9.07 eV
structure (SMILES) = CCCC1=C(C(=O)OCC)[C@@H](c2sccc2C)n2ncnc2N1
highest occupied orbital energy = -8.5 eV
multiplicity = 1

XYZ file:
```
43
C16H20N4O2S, DFT wB97M-V/def2-TZVPD
C -1.262 0.636 3.418
C -1.675 -0.824 3.315
C -2.187 -1.183 1.911
C -1.086 -1.175 0.893
C -0.878 -0.264 -0.090
C -1.680 0.924 -0.406
O -1.483 1.586 -1.403
O -2.634 1.237 0.487
C -3.419 2.394 0.197
C -4.548 2.079 -0.773
C 0.308 -0.365 -1.041
C 1.351 0.667 -0.724
S 1.584 1.224 0.901
C 2.881 2.233 0.401
C 3.116 2.135 -0.930
C 2.245 1.230 -1.588
C 2.295 0.923 -3.048
N 0.882 -1.684 -0.949
N 1.789 -2.213 -1.787
C 2.072 -3.370 -1.241
N 1.406 -3.630 -0.094
C 0.673 -2.546 0.058
N -0.245 -2.256 1.021
H -0.451 0.854 2.729
H -2.099 1.285 3.175
H -0.927 0.863 4.427
H -0.827 -1.461 3.576
H -2.475 -1.027 4.030
H -2.966 -0.483 1.626
H -2.614 -2.190 1.937
H -3.809 2.719 1.164
H -2.767 3.167 -0.222
H -5.173 1.280 -0.381
H -4.136 1.769 -1.730
H -5.157 2.965 -0.923
H -0.028 -0.199 -2.073
H 3.385 2.836 1.129
H 3.887 2.687 -1.439
H 1.375 1.249 -3.531
H 2.403 -0.150 -3.200
H 3.134 1.436 -3.511
H 2.772 -4.056 -1.669
H -0.422 -2.956 1.724
```